Entry 1:
Computed, not measured: a cluster of 2 separate species, C4H12 in total, with ωB97M-V with the def2-TZVPD basis set.

Energy relative to the best compared isomer or geometry (same formula, charge and spin), eV: 0.533
Gap between HOMO and LUMO (alpha / beta), eV: 2.8586 / 12.1546
Expectation value of S²: 0.75

The geometry in ORCA input format:
```
! RIJCOSX wB97M-V def2-TZVPD def2/J DEFGRID3
* xyz -1 2
C -0.45843 -1.36982 -2.31646
C 1.56928 0.71688 1.92061
C -1.32450 -0.67668 -1.30366
C 0.22778 1.37665 1.65421
H 1.56540 0.32298 2.95748
H 1.75678 -0.13412 1.26833
H -1.76956 0.30856 -1.63737
H 0.03117 1.43019 0.57387
H -0.78743 -0.66287 -0.33901
H -0.93299 -2.31937 -2.67902
H 0.17265 2.41175 2.00369
H -0.61254 0.80586 2.10996
H -0.16837 -0.87468 -3.24610
H -2.19679 -1.22601 -0.95570
H 2.40520 1.40588 1.85892
H 0.52237 -1.51521 -1.86977
*
```

Löwdin atomic charges, in units of e: atom 1 (C): -0.37, atom 2 (C): -0.39, atom 3 (C): -0.32, atom 4 (C): -0.32, atom 5 (H): 0.04, atom 6 (H): 0.01, atom 7 (H): 0.06, atom 8 (H): 0.03, atom 9 (H): 0.03, atom 10 (H): 0.05, atom 11 (H): 0.03, atom 12 (H): 0.04, atom 13 (H): 0.03, atom 14 (H): 0.03, atom 15 (H): 0.02, atom 16 (H): 0.01



Entry 2:
Computed, not measured: the molecule C3H3BrClF3, with ωB97M-V with the def2-TZVPD basis set.

Energy relative to the best compared isomer or geometry (same formula, charge and spin), eV: 0.000
Gap between HOMO and LUMO (alpha / beta), eV: 5.7710 / 6.5001
Expectation value of S²: 2.01

The geometry in ORCA input format:
```
! RIJCOSX wB97M-V def2-TZVPD def2/J DEFGRID3
* xyz 0 3
Br -0.46758 -2.34076 0.58119
Cl 0.82776 1.96771 -0.00723
F -2.75524 -0.39570 0.19685
F -1.98964 1.35893 1.16237
F -2.37618 -0.40666 2.31716
C 0.34242 0.36102 -0.47609
C -0.49540 -0.45576 0.92244
C -1.90702 0.02650 1.13651
H 0.11732 -0.23608 1.79462
H 1.19433 -0.27113 -0.69826
H -0.39035 0.38948 -1.27842
*
```

Löwdin atomic charges, in units of e: atom 1 (Br): 0.81, atom 2 (Cl): 0.60, atom 3 (F): 0.11, atom 4 (F): 0.11, atom 5 (F): 0.12, atom 6 (C): -0.55, atom 7 (C): -0.62, atom 8 (C): -0.77, atom 9 (H): 0.08, atom 10 (H): 0.04, atom 11 (H): 0.06



Entry 3:
Computed, not measured: the molecule C4H9NO2S, with ωB97M-V with the def2-TZVPD basis set.

Energy relative to the best compared isomer or geometry (same formula, charge and spin), eV: 0.903
Gap between HOMO and LUMO, eV: 9.9771

The geometry in ORCA input format:
```
! RIJCOSX wB97M-V def2-TZVPD def2/J DEFGRID3
* xyz 0 1
S 0.15323 -0.14960 2.75049
O -0.02956 -1.29798 -2.55477
O 1.84210 -0.01573 -2.65623
N 0.35469 0.25037 -0.92498
C 0.86668 -0.38405 -2.06841
C -0.83432 -0.35159 -0.23121
C -0.69022 1.21681 1.78760
C -1.44736 0.86868 0.52034
H -1.53743 1.48646 2.45128
H 1.06024 0.52851 -0.25414
H -0.02776 2.06561 1.83030
H -0.48106 -1.21437 0.35406
H -0.53463 -0.08745 3.90258
H -1.40673 1.60174 -0.27833
H -1.47970 -0.71278 -1.01803
H 0.13694 -1.41352 -3.50956
H -2.50797 0.90709 0.71170
*
```

Löwdin atomic charges, in units of e: atom 1 (S): 0.68, atom 2 (O): 0.07, atom 3 (O): 0.10, atom 4 (N): 0.07, atom 5 (C): -0.59, atom 6 (C): -0.20, atom 7 (C): -0.52, atom 8 (C): -0.24, atom 9 (H): 0.07, atom 10 (H): 0.13, atom 11 (H): 0.06, atom 12 (H): 0.09, atom 13 (H): -0.16, atom 14 (H): 0.11, atom 15 (H): 0.10, atom 16 (H): 0.13, atom 17 (H): 0.10



Entry 4:
Computed, not measured: a structure of composition C32H78B2F6MgNO19S2, with ωB97M-V with the def2-TZVPD basis set.

Energy relative to the best compared isomer or geometry (same formula, charge and spin), eV: 3.116
Gap between HOMO and LUMO, eV: 8.5049

The geometry in ORCA input format:
```
! RIJCOSX wB97M-V def2-TZVPD def2/J DEFGRID3
* xyz -1 1
S -0.76750 0.29606 3.88520
S -3.36640 -0.02389 4.08970
Mg -2.31316 1.61473 1.52271
F 0.26823 2.41430 5.24191
F -2.37870 -2.14636 2.71563
F -1.84713 2.03407 5.62513
F -4.28700 -2.48837 4.00386
F -0.31900 0.75154 6.53053
F -4.56826 -1.51033 2.14421
O -0.72918 -1.07321 4.38680
O -0.94748 3.17926 1.73157
O 0.39557 0.60842 3.06325
O 0.34838 0.32155 -5.29908
O 5.50936 2.23835 -2.06132
O 4.33470 -1.52968 1.71124
O -0.96521 -4.10801 -2.20721
O -4.79047 0.64554 -2.08405
O 3.63609 0.99705 -0.09944
O 2.66376 3.78713 5.40376
O -4.60335 0.79103 4.02598
O 2.21006 -5.48131 1.23890
O 0.57254 -3.44269 0.14581
O 4.96983 -2.43677 -7.94588
O -7.50442 2.24983 0.81659
O 2.36699 -1.51437 -6.54748
O 1.71886 4.51072 2.65471
O -6.28069 0.09998 0.06235
O -3.00943 -0.31483 5.46267
N -2.08795 0.73441 3.14144
C -8.32709 3.34891 1.32793
C -1.26033 4.19370 2.73403
C -4.74558 -0.67892 -1.66401
C -3.65832 -1.72307 3.08852
C -5.92561 -1.02098 -0.79387
C 2.86232 -0.06415 0.46032
C 0.24719 3.51302 0.92503
C 3.23456 1.28515 -1.41574
C 3.07123 4.56478 3.14553
C 4.05197 2.45243 -1.96658
C 0.92411 -3.43900 1.55374
C 1.66168 3.52460 1.60858
C -2.20747 -4.65246 -1.78493
C 4.62707 -2.49450 -6.56049
C -0.75532 -2.79907 -1.73298
C 5.60706 -1.17859 1.14763
C 3.39956 3.47922 4.20347
C 3.40470 -0.45086 1.83103
C -3.60947 1.04288 -2.73911
C 0.95034 -1.74150 -6.41856
C -7.62310 1.11901 1.71114
C -0.56698 -2.68100 -0.25139
C 3.13332 -2.63917 -6.11399
C 5.05316 -3.80687 -8.31531
C -7.47044 -0.13013 0.89273
C 0.43304 -1.10243 -5.18953
C 2.33042 -4.06544 1.57461
C 3.31554 -6.26229 1.63268
C 0.21473 0.99250 -4.06723
C 3.12470 2.95820 6.46283
C -0.68609 1.48735 5.47467
C 6.27228 2.61004 -1.00001
B -1.53553 0.81421 0.06417
B -4.23711 2.02597 0.95109
H -0.08231 2.00750 -4.33109
H -1.56160 -2.24802 -2.21708
H 5.54402 -0.62142 0.21292
H 3.58040 2.78987 -2.88954
H 4.94782 -1.49633 -6.26234
H -5.66190 -1.93493 -0.26165
H -5.24262 2.38494 1.10709
H 0.23323 -4.01262 2.17160
H -0.39494 -1.65090 0.06068
H 3.46268 0.48560 -2.12056
H -4.04502 1.10199 1.47416
H -8.04405 4.32057 0.92312
H -3.50242 0.88924 -3.81291
H -0.49596 4.21758 3.51074
H 2.57802 -0.90866 2.37429
H -2.23151 4.02169 3.19805
H 0.25855 2.82657 0.07842
H 2.57535 3.05458 7.39932
H -3.51016 2.12151 -2.61755
H 4.48742 3.49098 4.27066
H 0.19298 -2.52838 -2.19727
H 2.91523 -3.59196 0.78599
H 2.94096 -4.00217 2.47535
H -1.44005 -3.01874 0.30698
H -1.75156 1.86118 -0.08224
H -4.63316 -1.41867 -2.45662
H 0.70808 -2.79960 -6.51776
H 6.16104 -2.09817 0.95902
H 3.11242 -7.28550 1.31665
H 3.85770 3.30938 -1.32159
H -2.46492 0.30953 0.27814
H -8.65579 0.99515 2.03716
H 5.63316 -4.51156 -7.71940
H -0.47058 0.48137 -3.39107
H 4.22664 -6.01309 1.08872
H -6.72065 -1.40203 -1.43482
H -3.54140 2.78314 1.27810
H 3.17394 1.89884 6.21095
H -7.33151 -1.02690 1.49654
H -2.17904 -5.73561 -1.66629
H 1.80269 0.18699 0.50724
H 3.15653 5.53096 3.64285
H -6.94803 1.16683 2.56559
H 5.27357 -3.18039 -6.01305
H 5.47871 -3.77655 -9.31835
H 4.12228 3.35654 6.64793
H 2.34840 3.69017 0.77845
H -9.39021 3.28610 1.09569
H 0.58819 -1.18150 -7.28074
H 3.07490 -2.73001 -5.02935
H 1.87864 2.57286 2.09357
H 2.85608 -0.92708 -0.20558
H -8.26310 3.39626 2.41502
H -2.48879 -4.48364 -0.74547
H -1.32696 5.24751 2.46357
H -8.36150 -0.13742 0.26498
H -0.80191 0.70702 0.84810
H -2.98557 -4.46870 -2.52580
H 1.06019 -2.46991 2.03380
H 3.74061 0.37587 2.45696
H 3.10437 2.52961 3.75716
H 3.73858 4.47587 2.28830
H 6.29914 -0.66878 1.81787
H 6.34083 3.68872 -1.14086
H 1.08376 -1.38266 -4.36119
H -0.02089 4.49068 0.52450
H 2.18067 1.54668 -1.32075
H -2.65198 0.69026 -2.35574
H 7.29533 2.23456 -1.02198
H 2.74408 -3.58432 -6.49253
H 4.05619 -4.23172 -8.43215
H 3.45074 -6.16263 2.70966
H -0.55492 -1.47777 -4.92282
H -3.85767 -0.79170 -1.04191
H -1.22865 0.45951 -0.90755
H 5.90576 2.35011 -0.00693
H -4.03283 1.94565 -0.10535
H 1.16502 0.99395 -3.53334
*
```

Here are the Löwdin charges for atoms 1 to 99, given in e: atom 1 (S): 0.62, atom 2 (S): 0.76, atom 3 (Mg): 0.30, atom 4 (F): 0.11, atom 5 (F): 0.08, atom 6 (F): 0.16, atom 7 (F): 0.12, atom 8 (F): 0.14, atom 9 (F): 0.16, atom 10 (O): -0.31, atom 11 (O): -0.25, atom 12 (O): -0.30, atom 13 (O): -0.17, atom 14 (O): -0.17, atom 15 (O): -0.20, atom 16 (O): -0.17, atom 17 (O): -0.14, atom 18 (O): -0.16, atom 19 (O): -0.19, atom 20 (O): -0.29, atom 21 (O): -0.20, atom 22 (O): -0.13, atom 23 (O): -0.15, atom 24 (O): -0.18, atom 25 (O): -0.13, atom 26 (O): -0.14, atom 27 (O): -0.14, atom 28 (O): -0.29, atom 29 (N): -0.30, atom 30 (C): -0.09, atom 31 (C): -0.05, atom 32 (C): -0.23, atom 33 (C): -0.51, atom 34 (C): -0.18, atom 35 (C): -0.17, atom 36 (C): -0.08, atom 37 (C): -0.21, atom 38 (C): -0.16, atom 39 (C): -0.14, atom 40 (C): -0.14, atom 41 (C): -0.15, atom 42 (C): -0.11, atom 43 (C): -0.20, atom 44 (C): -0.20, atom 45 (C): -0.09, atom 46 (C): -0.19, atom 47 (C): -0.17, atom 48 (C): -0.12, atom 49 (C): -0.18, atom 50 (C): -0.21, atom 51 (C): -0.18, atom 52 (C): -0.18, atom 53 (C): -0.14, atom 54 (C): -0.16, atom 55 (C): -0.21, atom 56 (C): -0.17, atom 57 (C): -0.13, atom 58 (C): -0.09, atom 59 (C): -0.11, atom 60 (C): -0.62, atom 61 (C): -0.17, atom 62 (B): -0.45, atom 63 (B): -0.36, atom 64 (H): 0.10, atom 65 (H): 0.12, atom 66 (H): 0.08, atom 67 (H): 0.12, atom 68 (H): 0.12, atom 69 (H): 0.11, atom 70 (H): 0.00, atom 71 (H): 0.13, atom 72 (H): 0.11, atom 73 (H): 0.13, atom 74 (H): -0.04, atom 75 (H): 0.08, atom 76 (H): 0.08, atom 77 (H): 0.08, atom 78 (H): 0.10, atom 79 (H): 0.10, atom 80 (H): 0.11, atom 81 (H): 0.09, atom 82 (H): 0.10, atom 83 (H): 0.12, atom 84 (H): 0.12, atom 85 (H): 0.11, atom 86 (H): 0.12, atom 87 (H): 0.11, atom 88 (H): 0.00, atom 89 (H): 0.12, atom 90 (H): 0.13, atom 91 (H): 0.08, atom 92 (H): 0.08, atom 93 (H): 0.11, atom 94 (H): -0.01, atom 95 (H): 0.11, atom 96 (H): 0.09, atom 97 (H): 0.07, atom 98 (H): 0.08, atom 99 (H): 0.11



Entry 5:
Computed, not measured: a cluster of 2 separate species, C9H16N in total, with ωB97M-V with the def2-TZVPD basis set.

Energy relative to the best compared isomer or geometry (same formula, charge and spin), eV: 5.540
Gap between HOMO and LUMO, eV: 8.9107

The geometry in ORCA input format:
```
! RIJCOSX wB97M-V def2-TZVPD def2/J DEFGRID3
* xyz 1 1
N -2.65882 0.18043 -0.07980
C -0.48728 -1.96679 0.75330
C -1.15176 0.57171 -0.06057
C -0.56524 0.67032 1.27274
C 1.66468 -0.30142 -0.59380
C -0.81839 1.66649 -1.09274
C 2.69954 0.24198 0.26051
C 1.66719 -0.84898 -1.80934
C 3.14505 -0.04604 1.51869
C -0.11366 -0.55197 0.48299
H 4.07856 0.36853 1.90789
H -1.27669 0.48403 2.15733
H 3.39649 0.72432 -0.43965
H -1.30818 -2.15419 1.43868
H 2.51743 -0.56079 2.22614
H 0.36176 -2.52407 1.13218
H 0.84493 -1.29382 -2.29111
H 2.58491 -0.81058 -2.41595
H -0.76889 -2.43630 -0.10700
H -0.75634 1.21560 -2.02348
H 0.16106 2.09100 -1.05028
H -3.24540 0.94981 0.43624
H -2.72175 -0.56627 0.51576
H -2.83094 -0.03410 -1.01753
H 0.03102 1.66111 1.39730
H -1.48685 2.50893 -1.07062
*
```

Löwdin atomic charges, in units of e: atom 1 (N): 0.27, atom 2 (C): -0.06, atom 3 (C): -0.39, atom 4 (C): -0.09, atom 5 (C): -0.12, atom 6 (C): -0.01, atom 7 (C): -0.18, atom 8 (C): 0.05, atom 9 (C): 0.06, atom 10 (C): -0.16, atom 11 (H): 0.07, atom 12 (H): 0.14, atom 13 (H): 0.11, atom 14 (H): 0.09, atom 15 (H): 0.06, atom 16 (H): 0.10, atom 17 (H): 0.05, atom 18 (H): 0.09, atom 19 (H): 0.05, atom 20 (H): 0.06, atom 21 (H): 0.09, atom 22 (H): 0.23, atom 23 (H): 0.10, atom 24 (H): 0.14, atom 25 (H): 0.16, atom 26 (H): 0.09



Entry 6:
Computed, not measured: the molecule C4H7N, with ωB97M-V with the def2-TZVPD basis set.

Energy relative to the best compared isomer or geometry (same formula, charge and spin), eV: 1.831
Gap between HOMO and LUMO, eV: 10.4803

The geometry in ORCA input format:
```
! RIJCOSX wB97M-V def2-TZVPD def2/J DEFGRID3
* xyz 0 1
N 1.04068 -1.20320 -0.25493
C 1.07409 1.22446 -0.14408
C -2.22884 0.01968 -0.09064
C 0.40815 -0.05503 0.38238
C -1.04323 0.00009 0.09715
H 2.10605 1.30932 0.18314
H 2.01793 -1.29913 0.05843
H 0.99348 1.26950 -1.22643
H 0.52956 -2.06409 -0.05692
H -3.24970 0.05044 -0.34634
H 0.49964 -0.10424 1.47105
H 0.55727 2.12534 0.23275
*
```

Löwdin atomic charges, in units of e: atom 1 (N): 0.02, atom 2 (C): -0.08, atom 3 (C): 0.12, atom 4 (C): -0.49, atom 5 (C): -0.11, atom 6 (H): 0.07, atom 7 (H): 0.08, atom 8 (H): 0.08, atom 9 (H): 0.08, atom 10 (H): 0.02, atom 11 (H): 0.13, atom 12 (H): 0.08



Entry 7:
Computed, not measured: a structure of composition C2H4CuF, with ωB97M-V with the def2-TZVPD basis set.

Gap between HOMO and LUMO (alpha / beta), eV: 6.1759 / 8.7566
Expectation value of S²: 0.78

The geometry in ORCA input format:
```
! RIJCOSX wB97M-V def2-TZVPD def2/J DEFGRID3
* xyz 1 2
Cu 0.62031 0.65640 2.51511
F 1.66825 0.44825 -0.81290
C -0.55879 0.10833 -0.12483
C 0.75286 -0.31752 -0.21394
H -0.77598 1.16989 -0.28106
H -1.23666 -0.55666 0.41751
H 1.11589 -1.32027 0.02835
H -1.58589 -0.18841 -1.52823
*
```

Löwdin atomic charges, in units of e: atom 1 (Cu): 0.79, atom 2 (F): 0.05, atom 3 (C): -0.12, atom 4 (C): -0.22, atom 5 (H): 0.07, atom 6 (H): 0.06, atom 7 (H): 0.13, atom 8 (H): 0.24



no.,largest force on an atom (eV/Å)
1,1.665
2,7.076
3,2.694
4,5.647
5,5.273
6,1.035
7,1.083